{"formula": "C31H76BaN5O13", "method": "ωB97M-V/def2-TZVPD", "largest_force_ev_per_a": 3.08, "gap_ev": 4.7, "e_homo_ev": -9.751, "multiplicity": 1, "charge": 1, "species": ["Ba", "O", "C", "O", "O", "H", "C", "O", "C", "C", "N", "C", "C", "O", "C", "H", "H", "H", "H", "H", "H", "H", "H", "H", "H", "H", "H", "H", "H", "H", "C", "O", "C", "C", "N", "C", "C", "O", "C", "H", "H", "H", "H", "H", "H", "H", "H", "H", "H", "H", "H", "H", "H", "H", "C", "O", "C", "C", "N", "C", "C", "O", "C", "H", "H", "H", "H", "H", "H", "H", "H", "H", "H", "H", "H", "H", "H", "H", "C", "O", "C", "C", "N", "C", "C", "O", "C", "H", "H", "H", "H", "H", "H", "H", "H", "H", "H", "H", "H", "H", "H", "H", "C", "O", "C", "C", "N", "C", "C", "O", "C", "H", "H", "H", "H", "H", "H", "H", "H", "H", "H", "H", "H", "H", "H", "H"], "positions_angstrom": [[-4.206, -2.519, -0.409], [-1.188, 0.561, 1.324], [-1.884, -0.393, 0.675], [-2.220, -0.318, -0.541], [-2.292, -1.378, 1.359], [-1.256, 0.127, 2.208], [-2.031, -4.917, -11.117], [-1.798, -4.505, -9.793], [-0.446, -4.719, -9.396], [-0.371, -4.306, -7.941], [-0.449, -2.882, -7.761], [-0.613, -2.595, -6.325], [-0.583, -1.128, -5.948], [-1.069, -1.021, -4.620], [-1.685, 0.209, -4.313], [-1.591, -5.893, -11.336], [-1.665, -4.189, -11.848], [-3.102, -5.001, -11.301], [0.207, -4.050, -9.968], [-0.191, -5.769, -9.559], [0.547, -4.700, -7.485], [-1.104, -4.900, -7.361], [-1.309, -2.531, -8.175], [0.173, -3.026, -5.692], [-1.512, -3.129, -5.985], [-1.244, -0.532, -6.594], [0.409, -0.683, -6.049], [-2.055, 0.125, -3.299], [-2.514, 0.403, -5.006], [-1.019, 1.067, -4.436], [7.546, -2.584, -3.498], [6.918, -3.038, -2.331], [6.134, -4.186, -2.567], [5.327, -4.532, -1.335], [4.536, -3.399, -0.910], [3.550, -3.734, 0.106], [2.857, -2.503, 0.629], [1.846, -2.949, 1.519], [0.971, -1.941, 1.946], [6.781, -2.363, -4.259], [8.218, -3.339, -3.925], [8.077, -1.649, -3.333], [6.838, -5.009, -2.748], [5.441, -4.056, -3.405], [6.004, -4.871, -0.534], [4.686, -5.393, -1.531], [5.093, -2.598, -0.648], [3.938, -4.417, 0.878], [2.800, -4.384, -0.366], [2.392, -1.954, -0.196], [3.549, -1.833, 1.154], [0.621, -1.306, 1.127], [1.491, -1.319, 2.688], [0.094, -2.346, 2.451], [-7.135, 5.113, 2.179], [-7.420, 3.963, 1.419], [-7.812, 2.798, 2.113], [-6.737, 2.186, 2.977], [-5.556, 1.816, 2.212], [-4.387, 1.503, 3.024], [-3.688, 2.731, 3.589], [-3.553, 3.719, 2.599], [-3.070, 4.937, 3.130], [-6.952, 5.926, 1.482], [-6.258, 4.931, 2.811], [-7.924, 5.454, 2.861], [-8.160, 2.165, 1.291], [-8.714, 2.992, 2.711], [-7.163, 1.296, 3.454], [-6.536, 2.862, 3.822], [-5.291, 2.666, 1.713], [-3.670, 1.000, 2.365], [-4.578, 0.749, 3.792], [-2.753, 2.387, 4.051], [-4.251, 3.168, 4.427], [-2.977, 5.599, 2.273], [-2.151, 4.829, 3.711], [-3.798, 5.381, 3.824], [2.104, 1.341, 0.902], [3.089, 2.184, 0.368], [2.515, 3.264, -0.365], [3.628, 4.002, -1.073], [4.181, 5.017, -0.176], [5.096, 5.972, -0.784], [6.357, 5.302, -1.372], [6.978, 4.631, -0.304], [8.175, 3.972, -0.667], [2.537, 0.417, 1.287], [1.321, 1.036, 0.202], [1.675, 1.833, 1.784], [1.967, 3.907, 0.329], [1.762, 2.907, -1.078], [3.194, 4.492, -1.948], [4.427, 3.312, -1.367], [4.736, 4.512, 0.511], [5.415, 6.711, -0.048], [4.564, 6.550, -1.544], [7.023, 6.097, -1.728], [6.072, 4.670, -2.217], [8.015, 3.123, -1.338], [8.613, 3.598, 0.257], [8.846, 4.712, -1.116], [-5.972, -1.358, 6.662], [-4.735, -1.456, 5.999], [-3.959, -2.537, 6.442], [-2.598, -2.484, 5.759], [-1.704, -1.569, 6.449], [-0.305, -1.695, 5.993], [0.326, -0.335, 5.794], [-0.343, 0.347, 4.729], [0.424, 1.477, 4.311], [-6.533, -2.295, 6.629], [-6.597, -0.552, 6.275], [-5.788, -1.027, 7.693], [-4.462, -3.484, 6.179], [-3.821, -2.644, 7.524], [-2.720, -2.197, 4.708], [-2.176, -3.492, 5.738], [-1.927, -0.641, 6.097], [-0.205, -2.238, 5.038], [0.300, -2.335, 6.645], [1.371, -0.491, 5.502], [0.304, 0.278, 6.699], [-0.209, 1.989, 3.584], [1.349, 1.116, 3.858], [0.575, 2.188, 5.128]], "forces_ev_per_a": [[2.175, 1.976, 0.938], [-0.718, -1.491, 0.099], [-1.483, -0.335, -1.625], [0.087, 0.228, 0.095], [-0.764, -1.138, 0.599], [0.694, 0.967, 0.088], [-0.315, 0.124, -0.498], [0.025, -0.241, -0.076], [-0.590, 0.734, 0.288], [0.488, -1.451, 0.212], [-0.020, 0.672, 1.104], [0.502, -0.464, 0.248], [-1.093, 0.502, -0.400], [0.152, -0.243, 0.268], [-0.043, -0.030, -0.667], [0.137, -0.032, 0.092], [0.280, 0.011, 0.051], [-0.060, 0.032, 0.318], [0.149, -0.243, -0.162], [0.197, 0.005, 0.104], [0.318, 0.447, -0.362], [-0.498, 0.380, -0.257], [0.135, -0.179, -0.382], [0.258, -0.361, -0.576], [-0.328, 0.564, 0.285], [-0.022, -0.134, -0.167], [0.166, -0.190, 0.069], [0.065, 0.235, 0.224], [-0.179, -0.111, 0.067], [0.239, -0.046, 0.316], [-0.492, 0.024, -0.794], [-0.172, 0.383, 0.394], [0.303, -0.557, 0.358], [0.616, 0.377, 0.562], [-0.812, 0.033, -0.024], [0.075, -0.818, -0.741], [-0.356, -0.207, 0.439], [-0.378, -0.468, -0.137], [0.411, 0.474, 0.460], [0.099, -0.063, -0.031], [0.105, 0.050, 0.128], [0.112, -0.150, 0.410], [-0.268, -0.202, -0.395], [0.180, 0.168, -0.188], [0.094, 0.038, -0.035], [-0.162, 0.148, -0.247], [0.287, -0.169, -0.012], [0.227, 0.596, 0.467], [-0.163, 0.287, -0.131], [0.140, 0.069, -0.108], [0.087, 0.046, -0.020], [0.135, -0.024, -0.110], [-0.125, 0.283, -0.081], [0.101, -0.395, -0.134], [0.355, -0.050, 0.590], [-0.078, 0.260, -0.256], [-0.732, 0.336, -0.421], [-0.241, -0.381, 0.520], [-0.167, 0.348, -0.031], [0.590, -0.167, -0.629], [-0.559, -0.212, 1.048], [0.466, -0.445, 0.112], [-0.592, 0.212, 0.022], [0.189, -0.068, -0.048], [0.151, 0.262, -0.134], [-0.346, -0.381, -0.190], [0.345, -0.407, 0.256], [0.184, 0.108, 0.195], [0.019, -0.066, -0.115], [0.172, 0.115, -0.127], [-0.076, -0.255, -0.326], [0.023, 0.143, -0.094], [-0.310, 0.292, 0.219], [0.357, 0.268, -0.317], [-0.195, -0.079, -0.001], [0.360, 0.131, 0.143], [0.248, -0.117, -0.362], [-0.121, -0.078, -0.069], [0.051, -0.033, 0.939], [-0.132, -0.354, -0.631], [0.005, -0.499, 0.123], [0.011, 0.697, 0.385], [0.181, 0.177, 0.443], [0.259, -0.349, -0.462], [-0.540, 1.235, 0.398], [-0.182, -0.606, -0.145], [-0.033, 0.388, 0.320], [0.443, 0.125, -0.203], [-0.031, 0.345, -0.181], [-0.461, -0.010, -0.228], [0.157, 0.330, 0.009], [0.177, -0.334, -0.107], [0.224, 0.041, -0.059], [-0.383, -0.293, -0.340], [-0.209, 0.109, 0.146], [-0.031, -0.181, 0.239], [0.055, -0.173, -0.204], [0.087, -0.051, -0.262], [0.245, -0.372, 0.029], [-0.105, 0.116, -0.149], [0.061, 0.018, -0.044], [0.193, -0.264, -0.123], [0.056, 0.559, 0.845], [-0.160, 0.479, -0.175], [0.237, -1.213, -0.526], [-0.319, -0.221, 0.222], [0.905, 0.464, -0.638], [0.007, -0.538, -0.281], [0.272, -0.348, -0.325], [0.226, 0.033, 0.343], [-1.058, -0.233, -0.097], [0.021, -0.058, 0.100], [0.267, -0.132, -0.628], [-0.137, -0.525, 0.153], [-0.061, 0.078, -0.272], [-0.046, 0.753, 0.108], [-0.169, -0.004, -0.144], [0.088, 0.046, 0.282], [-0.524, 0.007, 0.385], [-0.377, 0.271, -0.171], [-0.114, 0.401, 0.449], [0.072, 0.072, 0.117], [-0.062, 0.006, 0.079], [0.307, -0.005, -0.211], [0.152, 0.359, 0.092], [0.334, -0.193, 0.093]]}